Entry 1:
C9H18CuNO11 | the ωB97M-V functional and the def2-TZVPD basis

Geometry as XYZ:
```
40
C9H18CuNO11 (the ωB97M-V functional and the def2-TZVPD basis)
Cu 23.4415 15.5837 8.2017
O 27.8742 15.6003 10.1169
C 27.4434 15.4199 8.8450
O 28.2802 15.4791 7.9223
O 26.2633 14.9667 8.6299
H 28.8181 15.6217 9.9429
O 25.9941 18.7876 8.2183
C 24.9835 18.3678 7.5713
O 24.8475 17.1151 7.3607
O 24.3226 19.2280 6.9272
H 26.2703 17.9393 8.5729
O 22.3743 13.2740 5.0040
C 22.9348 14.2570 5.6702
O 22.5561 15.4006 5.7848
O 24.0298 14.0071 6.1897
H 23.2001 12.7856 4.9685
C 24.3415 16.5152 11.2404
O 23.6744 15.5259 10.4457
C 22.3060 15.3196 10.8917
C 21.6877 14.1075 10.2091
N 21.5332 14.2494 8.8002
C 21.0077 12.9703 8.1422
C 19.4634 12.7978 8.5094
O 18.8578 14.0461 7.9671
C 17.5687 14.3843 8.2986
H 25.0237 17.1634 10.6905
H 24.8287 16.0263 12.0840
H 23.6506 17.1967 11.7367
H 21.6480 16.1736 10.7306
H 22.3400 15.1015 11.9591
H 20.8315 13.7690 10.7926
H 22.4569 13.3880 10.4897
H 20.6980 14.8171 8.7830
H 21.4327 12.0186 8.4612
H 21.1133 12.9169 7.0586
H 19.1427 12.6382 9.5388
H 19.0072 11.9635 7.9766
H 16.9314 13.5071 8.1874
H 17.2153 15.1989 7.6665
H 17.6295 14.7288 9.3309
```

Properties
Total charge: -2
Energy above the lowest of the compared OMol25 structures with the same formula, charge and spin in eV: 3.4894
HOMO-LUMO gap in eV: 5.05
E_tot in eV: -78275.190
Highest occupied orbital energy in eV: -0.90
E_LUMO in eV: 4.15

Entry 2:
C9H18F9KO17P2S3 | the ωB97M-V functional and the def2-TZVPD basis

Geometry as XYZ:
```
59
C9H18F9KO17P2S3 (the ωB97M-V functional and the def2-TZVPD basis)
K -1.0853 -0.3412 -0.8620
C 3.1109 2.4695 -1.3859
F 2.7881 2.2069 -0.1321
F 3.5933 3.7262 -1.4922
F 3.9773 1.5582 -1.7963
S 1.3952 2.3528 -2.4305
O 0.4257 3.3259 -1.8338
O 1.7410 2.7283 -3.7652
O 0.9526 0.9792 -2.3417
C -2.7886 1.3040 -5.3327
F -3.6172 0.3568 -5.6690
F -1.5315 1.0572 -5.5918
F -3.0810 2.4033 -6.0196
S -2.9873 1.8444 -3.4503
O -2.0221 2.9907 -3.4170
O -4.4156 2.2665 -3.3050
O -2.6517 0.6694 -2.6580
C -3.8706 3.8246 1.0726
F -4.0257 3.2950 2.2492
F -4.6626 3.2870 0.1047
F -4.1263 5.1474 1.1470
S -2.0464 3.6100 0.4594
O -1.9247 2.1832 0.2738
O -1.9893 4.4393 -0.7570
O -1.2384 4.0622 1.5296
C -3.3606 -0.8513 3.2963
O -2.2635 -1.2957 3.9961
P -0.8396 -1.3606 3.1582
O -1.0448 -1.5413 1.6624
O 0.1299 -2.5618 3.7678
C 0.5051 -3.7087 3.0028
O -0.0338 -0.0336 3.5844
C -0.4778 1.2254 3.2568
H -3.3401 -0.5223 2.2573
H -3.7738 0.0221 3.8008
H -4.0983 -1.6466 3.1896
H 1.5009 -3.4616 2.6350
H -0.1226 -3.7096 2.1117
H 0.3017 -4.6908 3.4295
H 0.0729 1.4664 2.3475
H -0.4443 1.8689 4.1359
H -1.4761 1.1918 2.8206
C 3.0472 -5.2343 -0.1316
O 2.5056 -4.1326 0.5501
P 2.3485 -2.6582 -0.0950
O 0.9285 -2.3625 -0.5271
O 3.4952 -2.6181 -1.1871
C 3.3204 -1.7933 -2.2856
O 2.9231 -1.7786 1.0946
C 2.6466 -0.3697 1.0341
H 4.0913 -5.4724 0.0714
H 2.9443 -4.9825 -1.1872
H 2.4867 -6.1047 0.2094
H 3.3613 -2.3211 -3.2384
H 4.1721 -1.1133 -2.2665
H 2.4257 -1.1708 -2.2972
H 1.8591 0.0893 1.6318
H 2.6973 0.0615 0.0343
H 3.5920 -0.1764 1.5412
```

Properties
Total charge: -2
Energy above the lowest of the compared OMol25 structures with the same formula, charge and spin in eV: 5.2291
HOMO-LUMO gap in eV: 6.35
E_tot in eV: -136304.983
Highest occupied orbital energy in eV: -2.92
E_LUMO in eV: 3.43

Entry 3:
C9H18IPdS4 | the ωB97M-V functional and the def2-TZVPD basis

Geometry as XYZ:
```
33
C9H18IPdS4 (the ωB97M-V functional and the def2-TZVPD basis)
Pd 0.7973 0.1156 -1.0440
C 0.8495 -1.3363 1.8246
C 1.2100 -2.5092 0.9499
S 0.8219 -2.2868 -0.8201
C -0.9104 -2.7993 -1.0609
C -1.9516 -1.7900 -0.6641
S -1.5962 -0.1939 -1.4655
C -2.2127 0.9702 -0.2211
C -1.6180 2.3241 -0.5099
S 0.2018 2.3610 -0.6689
C 0.8554 2.6596 1.0051
C 0.7985 1.4857 1.9495
S 1.7506 0.1231 1.2156
H 1.1651 -1.5158 2.8555
H -0.2189 -1.1243 1.8215
H 0.7198 -3.4279 1.2801
H 2.2856 -2.6972 0.9652
H -1.0347 -3.7395 -0.5176
H -0.9649 -3.0337 -2.1260
H -2.0194 -1.6477 0.4134
H -2.9317 -2.1117 -1.0252
H -1.9714 0.6041 0.7755
H -3.3008 1.0089 -0.3186
H -1.8827 3.0517 0.2604
H -1.9719 2.7184 -1.4644
H 0.3168 3.5241 1.4018
H 1.8851 2.9804 0.8308
H -0.2155 1.1517 2.1629
H 1.2771 1.7496 2.8952
I 3.3084 -0.6412 -2.7990
C 2.2499 0.9912 -2.5445
H 1.5626 1.2416 -3.3479
H 2.7452 1.7934 -2.0091
```

Properties
Total charge: +3
Energy above the lowest of the compared OMol25 structures with the same formula, charge and spin in eV: 0.3730
HOMO-LUMO gap (spin up / spin down) in eV: 6.20 / 6.20
E_tot in eV: -64516.304
Highest occupied orbital energy (spin up / spin down) in eV: -19.53 / -19.53
E_LUMO (spin up / spin down) in eV: -13.33 / -13.33

Entry 4:
C9H18N2O2S | the ωB97M-V functional and the def2-TZVPD basis

Geometry as XYZ:
```
32
C9H18N2O2S (the ωB97M-V functional and the def2-TZVPD basis)
C -0.6887 -1.3255 3.0411
C -0.0363 -0.9816 1.9806
C -1.4775 2.5105 0.9447
C -0.5598 2.6817 -0.3410
C -0.8069 1.4893 1.8501
C -0.3231 1.2801 -0.9991
C -0.6034 0.1420 1.1373
C -0.8589 -1.8739 -1.2572
C 3.0834 -1.7140 -1.2671
N 0.2702 0.4134 -0.0667
N 0.4583 -1.3467 -0.9681
O 1.4549 -1.9997 -3.2411
O 1.8844 0.2859 -2.4777
S 1.7047 -1.1069 -2.1556
H -0.3501 -2.1085 3.7479
H -1.5734 -0.7963 3.2384
H 0.8103 -1.4835 1.4917
H -1.5713 3.4654 1.4186
H -2.4279 2.1172 0.4773
H -1.2731 3.1905 -1.0397
H 0.2718 3.3290 -0.2898
H 0.2440 1.8245 1.9933
H -1.3196 1.4538 2.8062
H -1.2773 0.8923 -1.2383
H 0.1122 1.2948 -2.0603
H -1.6375 -0.1624 0.6193
H -1.1824 -1.6057 -2.3027
H -0.8706 -3.0676 -1.1953
H -1.5967 -1.6088 -0.5861
H 3.2183 -2.7100 -1.0435
H 3.9209 -1.3780 -1.7892
H 3.0013 -1.1015 -0.4279
```

Properties
Energy above the lowest of the compared OMol25 structures with the same formula, charge and spin in eV: 4.8908
HOMO-LUMO gap (spin up / spin down) in eV: 9.25 / 9.25
E_tot in eV: -27529.843
Highest occupied orbital energy (spin up / spin down) in eV: -9.32 / -9.32
E_LUMO (spin up / spin down) in eV: -0.07 / -0.07

Entry 5:
C9H18N2O3 | the ωB97M-V functional and the def2-TZVPD basis

Geometry as XYZ:
```
32
C9H18N2O3 (the ωB97M-V functional and the def2-TZVPD basis)
C -0.0666 -3.5430 0.3770
C 0.2190 -1.9962 0.5169
C -0.7535 -1.1811 1.3078
C -2.2004 -1.4247 0.9272
C -0.3482 0.3247 1.3402
N -0.4889 0.8856 -0.0004
C 0.3743 1.0172 -1.0473
O 1.5660 1.2787 -1.0382
C -0.2136 0.7105 -2.3242
C 0.5809 0.8669 -3.6243
N -1.7511 1.1776 -2.4466
C 0.8908 0.8148 2.1563
O 0.8820 0.4880 3.3353
O 1.9025 1.3528 1.5466
H 0.4965 -3.8510 -0.4996
H 0.3111 -4.3205 1.2044
H -1.0536 -3.8557 0.1667
H 1.2891 -1.8701 0.8887
H 0.2010 -1.6958 -0.5604
H -0.6075 -1.3859 2.3963
H -2.9132 -0.6793 1.5784
H -2.6067 -2.4967 1.0432
H -2.5329 -1.0843 -0.0686
H -1.1283 0.8181 1.9270
H -1.4654 0.6935 -0.3697
H -0.3330 -0.3086 -2.1218
H 1.6076 0.6050 -3.2780
H 0.5784 1.8934 -4.0759
H 0.1415 0.1058 -4.3918
H -1.7655 2.0843 -2.3497
H -2.0243 1.0555 -3.4285
H 1.7860 1.3597 0.5413
```

Properties
Energy above the lowest of the compared OMol25 structures with the same formula, charge and spin in eV: 2.4951
HOMO-LUMO gap in eV: 10.42
E_tot in eV: -18746.521
SMILES: CC[C@H](C)[C@H](NC(=O)[C@H](C)N)C(=O)O
Highest occupied orbital energy in eV: -9.96
E_LUMO in eV: 0.47

Entry 6:
C9H18N2O4 | the ωB97M-V functional and the def2-TZVPD basis

Geometry as XYZ:
```
33
C9H18N2O4 (the ωB97M-V functional and the def2-TZVPD basis)
C -4.7216 0.0446 -0.3454
C -3.5130 0.4731 -1.1240
C -2.1125 -0.0996 -0.7698
C -2.1434 -1.6233 -0.8306
C -1.6893 0.2877 0.6994
N -1.9537 1.6874 0.9634
C -0.2688 -0.1721 1.0631
O -0.1301 -1.0108 1.9744
N 0.7413 0.2125 0.2830
C 2.1699 0.1637 0.5876
C 2.7548 -1.2735 0.6081
O 2.4792 -1.9652 -0.6019
C 2.9038 1.0248 -0.4257
O 2.8341 2.2445 -0.3048
O 3.5392 0.4303 -1.4222
H -4.9636 -1.0356 -0.4464
H -4.5544 0.2693 0.7304
H -5.5741 0.6251 -0.6268
H -3.4476 1.5927 -1.0422
H -3.6615 0.3037 -2.2045
H -1.3284 0.3113 -1.4078
H -2.8281 -2.0197 -0.0817
H -2.4945 -1.9346 -1.8445
H -1.1694 -2.0423 -0.7516
H -2.3630 -0.3082 1.3627
H -1.1937 2.2796 0.6368
H -1.9522 1.7771 1.9712
H 0.5215 0.8701 -0.4716
H 2.3084 0.5383 1.5943
H 2.3452 -1.7629 1.5436
H 3.8791 -1.1826 0.7184
H 1.6191 -1.6512 -0.9277
H 3.2856 -0.4727 -1.4168
```

Properties
Energy above the lowest of the compared OMol25 structures with the same formula, charge and spin in eV: 1.7777
HOMO-LUMO gap in eV: 9.82
E_tot in eV: -20795.383
SMILES: CC[C@H](C)[C@H](N)C(=O)N[C@@H](CO)C(=O)O
Highest occupied orbital energy in eV: -9.47
E_LUMO in eV: 0.35

Entry 7:
C9H18N3 | the ωB97M-V functional and the def2-TZVPD basis

Geometry as XYZ:
```
30
C9H18N3 (the ωB97M-V functional and the def2-TZVPD basis)
C 0.6062 -1.4111 2.7051
N -0.2424 -0.4883 2.0094
C -1.6945 -0.5397 2.0815
N 0.3808 0.4900 1.3250
C 1.2637 1.4069 1.7003
C 2.1233 1.8119 0.6556
C 1.5706 1.3732 -0.6085
N 0.6447 0.4435 -0.4186
C -0.2045 0.0371 -1.5786
C 0.6682 -0.1090 -2.7832
C -1.3411 1.0514 -1.9013
C -0.8527 -1.3597 -1.2833
H 0.1003 -2.3022 2.7835
H 1.3700 -1.5526 2.0498
H 0.9132 -1.0014 3.6279
H -1.8206 -0.9787 3.0754
H -1.9025 0.4560 2.0858
H -2.1143 -0.9983 1.2220
H 1.3843 1.4676 2.8474
H 2.6923 2.6856 0.7815
H 1.9409 1.4414 -1.6254
H 1.5563 -0.8301 -2.5196
H -0.0577 -0.6173 -3.5176
H 1.1041 0.8974 -3.1539
H -0.9565 2.0466 -2.2004
H -2.0131 0.5916 -2.5957
H -1.9955 1.1133 -0.9344
H -0.9337 -1.6645 -0.1967
H -1.8778 -1.3009 -1.7792
H -0.3122 -2.1596 -1.8541
```

Properties
Total charge: +1
Energy above the lowest of the compared OMol25 structures with the same formula, charge and spin in eV: 4.1783
HOMO-LUMO gap in eV: 9.47
E_tot in eV: -14084.318
SMILES: CN(C)[n+]1cccn1C(C)(C)C
Highest occupied orbital energy in eV: -13.04
E_LUMO in eV: -3.57

Entry 8:
C9H18N3 | the ωB97M-V functional and the def2-TZVPD basis

Geometry as XYZ:
```
30
C9H18N3 (the ωB97M-V functional and the def2-TZVPD basis)
C -1.8433 1.7967 -2.5687
C -1.2139 1.9618 -1.3828
C -0.6099 -0.2124 -2.8407
C -1.5328 0.7282 -3.5246
C -0.3497 0.9748 -0.7801
C 0.3320 -3.0913 0.1925
C 0.8893 1.7434 2.6857
C 0.8923 -2.5240 1.5469
C 0.0943 2.0536 1.4303
N -0.1491 -0.1577 -1.6369
N 1.6969 -1.3120 1.6513
N 0.1384 0.9630 0.4361
H -2.6989 2.3299 -2.9616
H -1.4445 2.6497 -0.7008
H -0.2142 -1.0421 -3.2459
H -2.3816 0.2981 -3.8549
H -0.9999 1.0899 -4.3129
H -0.4522 -2.4474 -0.1346
H 1.0355 -3.1900 -0.7136
H -0.0664 -3.9975 0.3733
H 0.8819 0.5498 2.7125
H 1.8452 2.0872 2.5765
H 0.3519 2.2418 3.5374
H 0.0814 -2.4594 2.4077
H 1.4843 -3.3437 2.0292
H 0.3708 2.9101 0.9713
H -1.0520 2.1136 1.5201
H 2.6572 -1.5131 1.3648
H 1.6175 -1.2278 2.6450
H 0.6391 0.0266 0.5775
```

Properties
Total charge: +1
Energy above the lowest of the compared OMol25 structures with the same formula, charge and spin in eV: 2.5798
HOMO-LUMO gap in eV: 8.31
E_tot in eV: -14085.917
Highest occupied orbital energy in eV: -12.77
E_LUMO in eV: -4.46

Entry 9:
C9H18NO2 | the ωB97M-V functional and the def2-TZVPD basis

Geometry as XYZ:
```
30
C9H18NO2 (the ωB97M-V functional and the def2-TZVPD basis)
C -0.1172 -2.0167 -0.1923
C 0.3401 -2.8898 0.6405
C 0.2507 2.4458 -1.5286
C 1.0121 -4.2267 0.2166
C 1.1431 3.6055 -1.6073
C -0.9428 -1.7549 2.7740
C -1.8257 2.2406 0.0098
C 0.2508 -2.5743 2.1827
C -1.2686 2.6538 -1.3783
N 0.6903 1.2580 -1.3765
O -0.5537 -1.0403 -0.7944
O 2.0005 0.9103 -1.5815
H 0.4297 -5.0608 0.6872
H 2.1121 -4.1453 0.5690
H 1.1771 -4.5311 -0.9749
H 0.8463 3.9914 -2.5573
H 2.2345 3.4540 -1.4736
H 0.8904 4.4581 -0.9221
H -1.2795 -2.4141 3.5902
H -1.6895 -1.6556 1.9976
H -0.5438 -0.7611 3.2203
H -1.1824 2.8951 0.6773
H -1.5699 1.1719 0.1317
H -2.8809 2.5033 0.1955
H 0.3588 -3.5691 2.6798
H 1.1244 -2.0721 2.3634
H -1.4705 3.7092 -1.6915
H -1.7430 1.9891 -2.0727
H -0.0399 0.3822 -1.3016
H 2.2465 1.0437 -2.4831
```

Properties
Total charge: +1
Energy above the lowest of the compared OMol25 structures with the same formula, charge and spin in eV: 3.9837
HOMO-LUMO gap in eV: 8.43
E_tot in eV: -15199.374
Highest occupied orbital energy in eV: -12.09
E_LUMO in eV: -3.66

Entry 10:
C9H18NP | the ωB97M-V functional and the def2-TZVPD basis

Geometry as XYZ:
```
29
C9H18NP (the ωB97M-V functional and the def2-TZVPD basis)
C 1.9853 2.3456 -1.3496
C 2.4588 2.1698 -0.2805
C 2.8552 1.7343 1.0397
C 1.7593 0.9011 1.7258
C 1.1754 -0.2503 0.8561
P -0.6339 -0.1693 0.9726
N -1.0631 -1.0173 2.2489
C -1.3430 -0.7679 -0.6691
C -0.8441 0.1053 -1.8282
C -0.8425 -2.2017 -0.7607
C -2.8979 -0.6877 -0.6154
H 1.5635 2.4960 -2.2684
H 3.6756 0.9661 0.8032
H 3.1911 2.4447 1.6692
H 2.0316 0.5070 2.6336
H 1.0021 1.6311 1.8762
H 1.3350 -0.1868 -0.1878
H 1.5767 -1.2656 1.0602
H -1.0687 1.1424 0.9407
H -2.0472 -1.1688 2.2689
H -1.3374 -0.1276 -2.7425
H -1.0533 1.0602 -1.5448
H 0.3467 0.0421 -1.8712
H -1.4839 -2.7849 -1.2520
H -0.6716 -2.5793 0.2118
H 0.1595 -2.2479 -1.2074
H -3.2389 -1.5544 -0.1061
H -3.2893 0.1064 -0.0706
H -3.3011 -0.6427 -1.5524
```

Properties
Energy above the lowest of the compared OMol25 structures with the same formula, charge and spin in eV: 1.9243
HOMO-LUMO gap in eV: 9.15
E_tot in eV: -20400.200
SMILES: C#CCCC[P@H](=N)C(C)(C)C
Highest occupied orbital energy in eV: -8.32
E_LUMO in eV: 0.83

Entry 11:
C9H18O | the ωB97M-V functional and the def2-TZVPD basis

Geometry as XYZ:
```
28
C9H18O (the ωB97M-V functional and the def2-TZVPD basis)
C -1.3239 1.4522 -0.9251
C -0.7694 0.0597 -0.7409
O -1.3223 -0.9225 -1.2282
C 1.0334 0.0099 -0.8028
C 1.7774 1.2039 -0.2088
C 1.2745 -0.0399 -2.3129
C 1.5216 -1.3032 -0.1894
H -1.4768 1.6306 -1.9908
H -2.2873 1.5116 -0.4152
H -0.6892 2.2266 -0.5013
H 1.5190 2.1409 -0.7102
H 1.5707 1.3174 0.8595
H 2.8600 1.0918 -0.3419
H 2.3362 -0.2000 -2.5325
H 0.7256 -0.8659 -2.7737
H 0.9763 0.8866 -2.8102
H 2.5394 -1.5446 -0.5141
H 0.8418 -2.1203 -0.4479
H 1.5622 -1.2342 0.9019
C -1.3847 0.7108 2.4468
C -1.1493 -0.2909 1.6006
C -1.6327 -1.6895 1.7830
H -1.0094 1.7134 2.2781
H -1.9742 0.5627 3.3475
H -0.2299 -0.1022 0.7566
H -2.5423 -1.7230 2.3891
H -1.8742 -2.1636 0.8289
H -0.8724 -2.3184 2.2539
```

Properties
Energy above the lowest of the compared OMol25 structures with the same formula, charge and spin in eV: 2.6600
HOMO-LUMO gap in eV: 9.61
E_tot in eV: -11669.918
SMILES: CC(=O)C(C)(C)C.C=CC
Highest occupied orbital energy in eV: -8.79
E_LUMO in eV: 0.81

Entry 12:
C9H18O2S | the ωB97M-V functional and the def2-TZVPD basis

Geometry as XYZ:
```
30
C9H18O2S (the ωB97M-V functional and the def2-TZVPD basis)
C -0.4123 -1.4970 -2.6363
C -1.5553 -1.9355 -1.4752
C -1.7250 -0.7752 -0.6700
C -0.6970 -0.9252 0.6098
C -1.1295 0.1734 1.6065
C -1.4572 1.6496 1.0498
C 1.1056 1.9190 0.9907
C 2.1479 1.1916 0.4786
C 3.3822 0.6514 1.3337
H 0.6210 -2.0504 -2.3087
H -0.4148 -0.4416 -2.7129
H -0.6578 -2.1018 -3.6623
H -1.2872 -2.9125 -0.8674
H -2.5822 -2.5077 -2.0923
H -1.5228 0.1428 -1.3700
H -2.7769 -0.7347 -0.2094
H 0.4800 -0.8619 0.3218
H -0.9921 -1.9300 1.0419
H -2.2117 -0.3174 1.9760
H -0.5339 0.2593 2.5564
H -1.2621 2.1794 2.0809
H -2.4634 1.8643 0.5321
H 1.1030 2.3053 2.0404
H 4.3561 0.3784 0.5523
H 3.7331 1.7155 2.0164
H 3.0974 -0.3538 2.0700
H 1.5139 0.5327 -1.1846
O 0.0126 1.5423 -1.3705
O 2.3053 0.4820 -0.6448
S -0.1767 2.3578 -0.0530
```

Properties
Energy above the lowest of the compared OMol25 structures with the same formula, charge and spin in eV: 6.0493
HOMO-LUMO gap in eV: 9.25
E_tot in eV: -24548.459
Highest occupied orbital energy in eV: -8.69
E_LUMO in eV: 0.55